{
  "formula": "C41H59AsGeKN3O8",
  "method": "ωB97M-V with the def2-TZVPD basis set",
  "species": ["K", "C", "C", "O", "C", "C", "O", "C", "C", "O", "C", "C", "O", "C", "C", "O", "C", "C", "O", "H", "H", "H", "H", "H", "H", "H", "H", "H", "H", "H", "H", "H", "H", "H", "H", "H", "H", "H", "H", "H", "H", "H", "H", "C", "O", "C", "C", "C", "C", "C", "C", "N", "N", "C", "C", "C", "C", "O", "C", "N", "C", "C", "C", "C", "H", "H", "H", "H", "H", "H", "H", "H", "H", "H", "H", "H", "C", "Ge", "C", "C", "C", "H", "H", "H", "H", "H", "H", "H", "H", "H", "H", "C", "As", "C", "C", "C", "C", "C", "C", "C", "C", "H", "H", "H", "H", "H", "H", "H", "H", "H", "H", "H", "H", "H"],
  "coordinates": [[-1.46238, 1.23412, 1.07271], [0.22731, -0.49531, -1.14543], [-0.88617, -0.64044, -2.15202], [-2.14062, -0.20640, -1.63016], [-2.79944, 0.79286, -2.39237], [-2.39428, 2.20941, -2.03653], [-3.24356, 2.70432, -0.99923], [-2.75944, 3.94421, -0.50445], [-3.71153, 4.46300, 0.54557], [-3.71719, 3.66551, 1.71375], [-4.74094, 2.68865, 1.76432], [-4.48998, 1.81392, 2.97348], [-3.77015, 0.65728, 2.59198], [-3.10549, 0.07760, 3.71265], [-2.37420, -1.17253, 3.28299], [-1.42522, -0.85106, 2.29261], [-0.21674, -1.57262, 2.30900], [0.63351, -1.08583, 1.15012], [-0.08110, -1.34663, -0.04153], [0.30205, 0.55302, -0.83334], [1.17869, -0.78928, -1.60903], [-0.99377, -1.69657, -2.43794], [-0.61495, -0.06136, -3.03360], [-3.86974, 0.66546, -2.20108], [-2.62332, 0.61500, -3.46088], [-2.47905, 2.85330, -2.92512], [-1.34969, 2.23390, -1.71265], [-2.69039, 4.67329, -1.32685], [-1.75328, 3.82105, -0.08389], [-4.72938, 4.56030, 0.14367], [-3.36806, 5.45558, 0.85113], [-4.74461, 2.07538, 0.85856], [-5.71952, 3.18720, 1.84731], [-5.43864, 1.51215, 3.44263], [-3.90667, 2.39026, 3.70039], [-3.84262, -0.19281, 4.48482], [-2.36765, 0.80197, 4.09475], [-3.07285, -1.92250, 2.88364], [-1.87942, -1.59105, 4.16859], [-0.41392, -2.64897, 2.19772], [0.31316, -1.40234, 3.25422], [1.59719, -1.61258, 1.15162], [0.84790, -0.01512, 1.26013], [6.66313, -2.60458, -3.83608], [6.46606, -1.91862, -2.63181], [6.31087, -0.53509, -2.73905], [6.74601, 0.21654, -3.82419], [6.56667, 1.59069, -3.82826], [5.94887, 2.28490, -2.76531], [5.52859, 1.48458, -1.66990], [5.70928, 0.11622, -1.66735], [5.88447, 3.64931, -2.85849], [5.09734, 4.36410, -2.04916], [3.84210, 3.88173, -1.67461], [3.38531, 4.16039, -0.39482], [2.15065, 3.72342, 0.08950], [1.24540, 2.97427, -0.66865], [0.12024, 2.54517, -0.16378], [1.65836, 2.73321, -2.03979], [0.79599, 2.05649, -2.85403], [1.09243, 1.89946, -4.11672], [2.26137, 2.40169, -4.71450], [3.16566, 3.04157, -3.91411], [2.91663, 3.20288, -2.53189], [6.56585, -3.66790, -3.61565], [7.66157, -2.42647, -4.25681], [5.91777, -2.31757, -4.58713], [7.22249, -0.25518, -4.67575], [6.90687, 2.17674, -4.67507], [5.05170, 1.95329, -0.82094], [5.37875, -0.47682, -0.82170], [4.05109, 4.71631, 0.25732], [1.86320, 3.94287, 1.11317], [0.36802, 1.35243, -4.72465], [2.43908, 2.26767, -5.77500], [4.08683, 3.44178, -4.31677], [0.12460, 1.10967, 6.74530], [0.80902, 2.07314, 5.13931], [1.60111, 3.74280, 5.88769], [2.39696, 0.99260, 4.62732], [-0.53772, 2.15552, 3.78375], [0.89041, 1.03194, 7.52169], [-0.18395, 0.09997, 6.46260], [-0.74577, 1.62041, 7.16200], [2.21339, 3.51707, 6.76548], [0.82115, 4.44851, 6.17901], [2.23215, 4.22854, 5.14146], [3.07918, 0.91048, 5.47833], [2.93282, 1.44526, 3.79235], [2.09814, -0.01449, 4.32908], [-0.40754, 3.11702, 3.24936], [-3.67428, -3.22445, -1.90594], [-3.00982, -2.98195, -0.07294], [-4.41859, -4.08806, 0.76489], [-1.55840, -4.35099, -0.05713], [-1.84253, -5.63293, -0.75894], [-1.56304, -5.77681, -2.12074], [-1.86046, -6.95146, -2.79300], [-2.44673, -8.01482, -2.11787], [-2.72623, -7.88956, -0.76329], [-2.42557, -6.71269, -0.09336], [-3.84111, -4.27344, -2.15209], [-2.97917, -2.77787, -2.61554], [-4.61678, -2.67947, -1.97178], [-4.57188, -5.03706, 0.24870], [-5.34705, -3.51578, 0.74435], [-4.16270, -4.27838, 1.80846], [-1.34829, -4.51534, 1.00214], [-0.69280, -3.83837, -0.47962], [-1.10534, -4.95166, -2.65403], [-1.63015, -7.03727, -3.84800], [-2.67741, -8.93343, -2.64286], [-3.17712, -8.71275, -0.22169], [-2.64100, -6.62471, 0.96528]],
  "lowdin_charge": [0.77, -0.18, -0.18, -0.19, -0.17, -0.19, -0.16, -0.20, -0.19, -0.13, -0.19, -0.19, -0.18, -0.22, -0.19, -0.30, -0.18, -0.18, -0.18, 0.08, 0.14, 0.11, 0.10, 0.13, 0.12, 0.13, 0.09, 0.13, 0.11, 0.12, 0.13, 0.13, 0.12, 0.12, 0.13, 0.13, 0.06, 0.10, 0.13, 0.12, 0.12, 0.14, 0.12, -0.14, -0.13, -0.31, -0.07, -0.07, -0.35, -0.03, -0.03, -0.07, -0.03, -0.33, -0.07, -0.03, -0.39, -0.31, -0.13, 0.10, -0.19, -0.09, -0.02, -0.10, 0.08, 0.08, 0.09, 0.09, 0.09, 0.10, 0.11, 0.09, 0.10, 0.09, 0.08, 0.10, -0.27, 0.62, -0.26, -0.25, -0.28, -0.01, -0.01, -0.01, -0.01, -0.01, 0.00, 0.00, 0.01, -0.02, -0.12, -0.32, 1.21, -0.34, -0.34, -0.31, -0.06, -0.10, -0.11, -0.10, -0.07, 0.01, 0.01, 0.02, 0.01, 0.01, 0.01, 0.06, 0.06, 0.11, 0.10, 0.09, 0.09, 0.11],
  "total_charge": -2,
  "lumo_ev": [3.3, 3.3],
  "gap_ha": [0.14420, 0.11488]
}


{
  "formula": "C5H12O",
  "method": "ωB97M-V with the def2-TZVPD basis set",
  "species": ["C", "C", "C", "C", "C", "O", "H", "H", "H", "H", "H", "H", "H", "H", "H", "H", "H", "H"],
  "coordinates": [[1.15689, 0.70055, -0.47505], [0.17050, 0.39471, 0.65297], [0.89767, 0.19038, 1.98364], [-0.70723, -0.78262, 0.18704], [-1.42343, -0.49294, -1.13946], [-0.60094, -0.70790, -2.30139], [1.47014, 1.74718, -0.53397], [0.66770, 0.45105, -1.41717], [2.03301, 0.03525, -0.42166], [-0.50342, 1.25611, 0.77813], [1.57344, -0.67294, 1.93878], [0.21691, 0.05478, 2.83207], [1.51605, 1.07171, 2.19727], [-0.09917, -1.69516, 0.11228], [-1.51360, -0.98137, 0.90214], [-1.76471, 0.55388, -1.09546], [-2.31348, -1.12313, -1.26558], [-0.77635, 0.00046, -2.93458]],
  "lowdin_charge": [-0.08, -0.44, -0.09, -0.17, -0.25, -0.11, 0.08, 0.04, 0.09, 0.13, 0.08, 0.07, 0.08, 0.13, 0.11, 0.12, 0.11, 0.09],
  "smiles": "CC(C)CCO",
  "relative_energy_kj_mol": 59.6,
  "total_charge": 0,
  "lumo_ev": 1.0,
  "gap_ha": 0.40064
}


{
  "formula": "C49H47N4O4P2W",
  "method": "ωB97M-V with the def2-TZVPD basis set",
  "species": ["W", "C", "O", "C", "C", "C", "C", "C", "C", "N", "N", "C", "O", "C", "C", "C", "C", "C", "C", "C", "O", "H", "H", "H", "H", "H", "H", "H", "H", "H", "H", "H", "H", "C", "N", "P", "C", "C", "C", "C", "C", "C", "C", "C", "C", "C", "C", "C", "P", "C", "C", "C", "C", "C", "C", "C", "C", "C", "C", "C", "C", "H", "H", "H", "H", "H", "H", "H", "H", "H", "H", "H", "H", "H", "H", "H", "H", "H", "H", "H", "H", "H", "H", "H", "C", "O", "H", "H", "H", "C", "C", "C", "C", "C", "C", "C", "C", "N", "H", "H", "H", "H", "H", "H", "H", "H", "H"],
  "coordinates": [[-0.50382, 0.70785, 0.36256], [-5.20642, 2.40508, -0.19766], [-4.71080, 1.54124, -1.22272], [-3.78517, 2.15113, -2.02849], [-4.17456, 2.79581, -3.18372], [-3.23766, 3.40239, -4.02547], [-1.90460, 3.35336, -3.69383], [-1.48919, 2.68468, -2.53304], [-0.09896, 2.64382, -2.19334], [0.41558, 1.99985, -1.20396], [1.80156, 2.17327, -1.12651], [2.29460, 1.31920, -0.30374], [1.54319, 0.44542, 0.33175], [3.74823, 1.29070, -0.04982], [4.63799, 1.66466, -1.05305], [6.00055, 1.64650, -0.80601], [6.47700, 1.26809, 0.44293], [5.58951, 0.90584, 1.44683], [4.22542, 0.91158, 1.20117], [-2.42170, 2.07715, -1.69134], [-2.06265, 1.41720, -0.60296], [-5.70030, 3.27565, -0.63466], [-4.39340, 2.73684, 0.45418], [-5.92674, 1.82901, 0.37785], [-5.22997, 2.81633, -3.42436], [-3.56383, 3.90579, -4.92408], [-1.15962, 3.82390, -4.32372], [0.60275, 3.19627, -2.81313], [4.25103, 1.96216, -2.01828], [6.69359, 1.93160, -1.58623], [7.54182, 1.26122, 0.63465], [5.95900, 0.62230, 2.42349], [3.52577, 0.63161, 1.97814], [0.50083, -3.80795, -0.98669], [0.18407, -2.43859, -0.57145], [0.24562, -1.90843, 1.03960], [-1.06460, -2.77630, 1.93042], [-1.12911, -2.66709, 3.31862], [-2.18982, -3.22610, 4.01387], [-3.19433, -3.89541, 3.32672], [-3.14022, -3.99610, 1.94390], [-2.08227, -3.43192, 1.24610], [1.79661, -2.63452, 1.65237], [3.00058, -2.15084, 1.13721], [4.20734, -2.71672, 1.51474], [4.22723, -3.77478, 2.41280], [3.03609, -4.26886, 2.92312], [1.82584, -3.70699, 2.54404], [-0.30166, -1.18251, -1.58274], [1.00527, -0.91062, -2.79587], [0.73611, -0.14346, -3.92938], [1.76724, 0.22622, -4.77824], [3.07133, -0.16573, -4.50184], [3.34322, -0.93099, -3.37708], [2.31403, -1.29861, -2.52246], [-1.74234, -1.71838, -2.52511], [-3.00569, -1.37953, -2.03964], [-4.14229, -1.78381, -2.72392], [-4.02244, -2.53294, -3.88550], [-2.76646, -2.87627, -4.37131], [-1.62732, -2.46623, -3.69820], [0.01124, -4.52606, -0.32841], [1.57670, -3.98728, -0.95822], [0.13959, -3.97241, -2.00130], [-0.35119, -2.14258, 3.86229], [-2.23239, -3.14065, 5.09158], [-4.01974, -4.33551, 3.87004], [-3.92508, -4.51044, 1.40529], [-2.06301, -3.48733, 0.16435], [2.99322, -1.32305, 0.44507], [5.13096, -2.32314, 1.11006], [5.16862, -4.21732, 2.71024], [3.04544, -5.10067, 3.61481], [0.90693, -4.11943, 2.93622], [-0.28040, 0.16250, -4.15212], [1.55200, 0.81542, -5.65996], [3.87431, 0.12353, -5.16666], [4.35744, -1.23968, -3.15997], [2.53157, -1.89013, -1.64256], [-3.10036, -0.79220, -1.13550], [-5.11782, -1.50108, -2.35097], [-4.90941, -2.84599, -4.42028], [-2.67533, -3.45664, -5.27975], [-0.64988, -2.71325, -4.09595], [-3.16794, 0.04596, 1.62151], [-1.93219, -0.35437, 1.07694], [-3.85924, 0.32918, 0.82564], [-3.03603, 0.89751, 2.29807], [-3.58179, -0.79714, 2.17885], [-0.06767, 0.78033, 4.25448], [0.11707, 2.24576, 3.98162], [0.42733, 3.14529, 4.98877], [0.59978, 4.49323, 4.70669], [0.46580, 4.95936, 3.40809], [0.15864, 4.09455, 2.36700], [0.02870, 4.58046, 0.95272], [-0.01420, 2.73874, 2.67508], [-0.32077, 1.84497, 1.66635], [0.04708, 0.56647, 5.31585], [0.67074, 0.18907, 3.70349], [-1.05405, 0.43487, 3.93547], [0.53302, 2.78627, 6.00485], [0.83880, 5.18398, 5.50419], [0.60064, 6.01224, 3.19439], [0.02160, 5.66844, 0.92070], [-0.89296, 4.21669, 0.49187], [0.86323, 4.22745, 0.34159]],
  "lowdin_charge": [1.67, -0.06, -0.11, -0.23, 0.03, -0.06, -0.03, -0.15, -0.05, -0.11, 0.11, -0.43, -0.31, -0.16, -0.03, -0.07, -0.07, -0.07, -0.04, -0.24, -0.25, 0.10, 0.09, 0.10, 0.13, 0.11, 0.12, 0.15, 0.11, 0.11, 0.11, 0.11, 0.12, -0.09, -0.48, 1.01, -0.36, -0.11, -0.06, -0.07, -0.06, -0.08, -0.31, -0.10, -0.06, -0.06, -0.06, -0.07, 0.96, -0.34, -0.10, -0.06, -0.07, -0.07, -0.08, -0.33, -0.08, -0.05, -0.06, -0.06, -0.09, 0.08, 0.08, 0.08, 0.10, 0.11, 0.11, 0.11, 0.10, 0.07, 0.11, 0.11, 0.11, 0.10, 0.11, 0.11, 0.11, 0.11, 0.08, 0.08, 0.11, 0.11, 0.11, 0.11, -0.14, -0.55, 0.06, 0.09, 0.09, -0.04, -0.21, -0.04, -0.06, -0.04, -0.20, -0.03, -0.24, -0.08, 0.08, 0.07, 0.07, 0.11, 0.11, 0.11, 0.08, 0.07, 0.07],
  "relative_energy_kj_mol": 0.0,
  "total_charge": 1,
  "lumo_ev": -3.1,
  "gap_ha": 0.27167
}